1.
{
  "formula": "C21H30BInN3O4",
  "method": "ωB97M-V with the def2-TZVPD basis set",
  "elements": ["C", "C", "O", "In", "C", "C", "C", "O", "B", "O", "O", "C", "H", "H", "H", "H", "H", "H", "H", "H", "H", "H", "H", "H", "H", "H", "H", "N", "C", "C", "C", "C", "C", "H", "H", "H", "H", "H", "N", "C", "C", "C", "C", "C", "H", "H", "H", "H", "H", "N", "C", "C", "C", "C", "C", "H", "H", "H", "H", "H"],
  "positions_angstrom": [[-5.2882, -3.9571, 0.0869], [-4.5265, -2.6384, 0.4174], [-4.8663, -1.6049, -0.4851], [-3.3522, -0.1748, -0.6654], [-3.8382, 1.1479, -2.4204], [-2.4814, 1.7718, -2.9467], [-1.7522, 2.7244, -1.9112], [-2.4822, 3.1882, -3.1802], [-3.0135, 1.0751, 1.2376], [-3.9002, 2.1304, 1.5821], [-1.9041, 0.8377, 2.0813], [-0.7057, 1.3778, 1.5445], [-6.2687, -3.9653, 0.5941], [-5.4442, -4.0705, -1.0030], [-4.7109, -4.8369, 0.4388], [-3.4234, -2.7702, 0.4418], [-4.8843, -2.3024, 1.4239], [-1.8384, -1.0981, -1.0689], [-4.1858, 0.5044, -3.2502], [-4.4935, 2.0059, -2.2010], [-1.8293, 1.1305, -3.5814], [-2.3308, 3.4463, -1.3284], [-0.6593, 2.7012, -2.0148], [-3.5287, 2.9565, 1.2318], [0.1152, 1.3271, 2.2833], [-0.3599, 0.8789, 0.6164], [-0.8791, 2.4470, 1.2809], [2.5884, 1.4548, 0.5146], [2.2164, 0.7504, -0.5572], [2.7865, -0.4585, -0.9246], [3.8041, -0.9683, -0.1382], [4.2096, -0.2567, 0.9798], [3.5736, 0.9406, 1.2621], [1.4170, 1.1885, -1.1450], [2.4400, -0.9850, -1.8034], [4.2758, -1.9100, -0.3918], [5.0015, -0.6232, 1.6195], [3.8542, 1.5308, 2.1283], [-1.1613, -4.4715, 1.1483], [-1.5224, -5.1606, 0.0630], [-0.9229, -6.3493, -0.3291], [0.1108, -6.8504, 0.4438], [0.5027, -6.1504, 1.5725], [-0.1647, -4.9738, 1.8780], [-2.3330, -4.7273, -0.5137], [-1.2586, -6.8671, -1.2179], [0.6053, -7.7752, 0.1701], [1.3068, -6.5079, 2.2026], [0.1047, -4.3928, 2.7541], [5.7691, 4.2331, 0.2350], [4.4832, 3.9556, -0.0037], [3.4974, 4.9219, -0.1323], [3.8617, 6.2513, -0.0030], [5.1895, 6.5626, 0.2463], [6.0975, 5.5215, 0.3541], [4.2447, 2.9048, -0.0925], [2.4722, 4.6373, -0.3278], [3.1206, 7.0361, -0.0955], [5.5132, 7.5895, 0.3542], [7.1479, 5.7166, 0.5453]],
  "forces_ev_per_a": [[0.435, 0.018, 0.092], [-0.822, 0.742, -0.211], [0.213, -0.508, 0.025], [0.262, 0.157, -0.319], [1.897, 0.059, -1.347], [-1.536, 1.185, 3.538], [-1.408, -0.016, -3.562], [1.525, -1.510, -0.875], [-0.335, -0.255, 0.254], [0.800, -0.110, -0.168], [-0.135, 0.522, -0.318], [0.255, 0.535, -0.240], [0.316, -0.023, -0.324], [0.118, 0.201, 0.477], [-0.312, 0.321, -0.053], [-0.433, -0.345, 0.174], [0.583, -0.456, -0.175], [-0.204, 0.035, -0.047], [-0.477, 0.449, 0.371], [0.003, -0.499, -0.171], [-0.313, 0.698, 0.468], [0.715, -1.241, 1.432], [-0.381, 0.645, 0.342], [-0.244, -0.135, 0.287], [-0.543, -0.036, -0.237], [-0.362, -0.048, 0.401], [0.421, -0.405, 0.182], [0.190, -0.481, -0.015], [-0.112, 0.294, 0.135], [0.066, -0.039, -0.004], [0.040, -0.087, -0.040], [-0.029, 0.017, 0.011], [-0.331, 0.117, -0.020], [-0.018, -0.094, -0.035], [-0.054, 0.030, 0.026], [-0.014, 0.014, 0.006], [-0.015, 0.032, 0.014], [0.066, -0.032, -0.006], [0.154, -0.383, -0.095], [-0.094, 0.284, 0.121], [0.041, 0.006, 0.047], [0.047, -0.113, -0.049], [0.001, -0.008, -0.014], [-0.170, 0.212, -0.005], [0.012, -0.009, -0.016], [-0.020, 0.036, 0.002], [-0.008, 0.014, 0.005], [-0.013, 0.026, 0.011], [0.049, -0.038, 0.007], [-0.182, 0.272, -0.025], [0.385, -0.114, -0.030], [-0.018, 0.077, -0.003], [-0.063, 0.065, -0.011], [-0.023, -0.023, -0.007], [0.077, -0.211, 0.018], [-0.045, 0.189, -0.069], [0.029, -0.070, 0.038], [0.011, -0.016, 0.000], [0.023, -0.021, 0.001], [-0.019, 0.074, 0.007]],
  "fmax_ev_per_a": 4.03,
  "relative_energy_kj_mol": 0.00,
  "charge": -1
}

---

2.
{
  "formula": "C3H6N2",
  "method": "ωB97M-V with the def2-TZVPD basis set",
  "elements": ["C", "N", "C", "C", "N", "H", "H", "H", "H", "H", "H"],
  "positions_angstrom": [[1.4054, -0.0829, -0.0651], [0.9033, -1.2639, -0.1916], [-0.6394, -1.0290, 0.0299], [-0.7762, 0.5747, -0.1675], [0.5866, 0.9838, -0.0707], [2.4993, 0.0709, 0.1428], [-1.1356, -1.7111, -0.6736], [-0.9046, -1.4078, 1.1060], [-1.3074, 0.9409, -1.0587], [-1.4715, 0.9787, 0.6582], [0.8401, 1.9459, 0.2902]],
  "forces_ev_per_a": [[1.494, -1.599, 0.469], [-1.440, 1.219, 1.125], [1.648, -0.028, 0.216], [-2.739, -1.221, 1.633], [0.195, 3.083, 0.852], [-1.093, -0.071, -0.710], [-0.227, 0.727, 0.102], [0.543, 0.959, -1.896], [0.546, -0.549, -0.278], [1.375, -0.468, -0.788], [-0.300, -2.052, -0.725]],
  "fmax_ev_per_a": 3.42,
  "relative_energy_kj_mol": 121.81,
  "smiles": "C1=NCCN1",
  "charge": 0
}

---

3.
{
  "formula": "C5H13N",
  "method": "ωB97M-V with the def2-TZVPD basis set",
  "elements": ["C", "C", "C", "N", "C", "C", "H", "H", "H", "H", "H", "H", "H", "H", "H", "H", "H", "H", "H"],
  "positions_angstrom": [[-1.3056, -0.0931, -0.8309], [0.0362, 0.6078, -0.6007], [-0.1668, 1.9193, 0.0455], [1.0557, -0.2135, 0.2012], [0.9071, -1.6081, -0.4035], [0.6019, -0.3323, 1.5933], [-2.1117, 0.5474, -1.2818], [-1.8171, -0.5072, 0.0915], [-1.3313, -0.6979, -1.6601], [0.5105, 0.7103, -1.6728], [-0.0879, 1.7888, 1.1893], [0.4740, 2.7103, -0.2563], [-1.0351, 2.2644, -0.4792], [1.6181, -2.2536, -0.0588], [-0.0133, -2.1568, -0.3996], [1.1248, -1.5461, -1.4579], [1.4520, -0.7640, 2.0547], [-0.3767, -0.9569, 1.7729], [0.4652, 0.5811, 2.1531]],
  "forces_ev_per_a": [[-2.144, 1.740, 1.572], [1.821, -1.147, -1.771], [0.086, 0.455, 1.095], [-3.249, -1.318, -1.432], [0.352, 2.209, -1.021], [-1.127, -1.152, 0.190], [0.823, 0.674, 0.949], [0.855, 0.104, -1.096], [0.680, -2.670, -1.329], [-0.708, -0.001, 1.966], [-1.136, 0.955, -2.138], [1.575, 0.295, -0.030], [-1.391, 0.507, 1.080], [2.118, -1.536, 1.453], [-1.069, 0.313, 0.788], [0.211, 0.420, -0.553], [0.472, -1.061, 0.940], [1.777, 0.870, -0.419], [0.055, 0.344, -0.242]],
  "fmax_ev_per_a": 3.79,
  "relative_energy_kj_mol": 247.62,
  "smiles": "CC(C)N(C)C",
  "charge": 0
}

---

M / g mol⁻¹: 514.1 70.1 87.2
E_LUMO / eV: 2.42 0.97 1.12